1 | 55
Properties=species:S:1:pos:R:3 method="wB97M-V/def2-TZVPD" spin_multiplicity=1 orbital_gap_ev=10.568 lumo_ha=-0.095 charge=+1 e_homo_ev=-13.16
O 0.14770 -1.85408 -4.35882
H 5.07374 2.29960 1.63389
H 1.04998 -1.83164 -4.49561
O 0.59009 2.09618 3.22168
H -3.54860 -3.05599 -1.86731
O -2.24775 -1.86445 -4.75489
H -1.49227 -1.19719 -4.89841
H 3.94226 2.25602 -0.77890
O 3.50081 -2.79173 3.00037
H 1.41454 2.39894 3.05790
H 3.52974 -3.61443 3.25921
O -0.48344 -2.09561 -0.31147
H 0.13520 -1.62167 -0.86547
H -1.39671 -1.92359 -0.65058
O -4.06317 -2.81348 -1.06476
H -3.87537 -1.95544 -1.44128
H 4.00091 1.66089 -2.11989
O -0.60969 2.64600 -4.16897
H -0.67464 1.91653 1.65764
H -2.43433 -1.39589 -3.08857
O 3.59267 1.04594 -4.21104
H 4.32360 1.42482 -4.75052
H 3.04884 1.84967 -4.21826
O -2.52728 -1.00990 4.23456
H -3.14032 -1.22161 3.48543
H -3.72835 -1.22252 0.63497
O 3.40406 2.21590 -1.45967
H -0.01537 3.43363 -4.38277
H 4.03905 -2.38134 2.35732
O -0.90056 -1.13738 2.25797
H -0.03900 -0.51378 2.57698
H -1.78429 -0.51557 2.05960
O 5.69159 -0.74443 1.06784
H 6.32243 -0.08534 1.53461
H 5.19326 -0.25306 0.39143
O 5.11466 2.00191 0.69085
H -2.26627 -1.78717 4.75264
H 5.62777 1.15226 0.77387
O -4.22838 1.39289 2.08313
H -4.87670 1.87687 1.58516
H -4.90119 0.95790 2.54598
O -1.49475 1.93014 4.78779
H -1.40000 2.53143 5.62069
H -2.45377 1.55502 4.68975
O -2.78614 -1.11342 1.01936
H 0.02675 -1.00414 -3.98525
H -0.53532 -1.64683 1.33737
O -2.73774 -1.07249 -2.24160
H -2.46385 -2.20387 -5.67563
H -2.70935 -0.08676 -2.02449
O -0.42201 1.44433 0.72222
H 0.05182 2.48687 3.86267
H 0.35494 1.65058 0.72524
H -1.51466 2.98753 -3.90052
H -2.42515 -1.19705 0.08657


2 | 55
Properties=species:S:1:pos:R:3 method="wB97M-V/def2-TZVPD" spin_multiplicity=1 orbital_gap_ev=8.979 lumo_ha=-0.113 charge=+1 e_homo_ev=-12.05
O -1.01404 -0.28832 -5.27868
H -2.44487 2.10817 -1.08792
H -0.60748 -0.36088 -4.38539
O -3.49361 1.79089 4.39783
H 2.88597 -1.98351 -1.41089
O -3.53195 -2.45039 -1.89082
H -4.38356 -2.37443 -1.49522
H -4.27135 -0.97499 3.40359
O 2.73623 1.43398 -3.82752
H -2.86706 2.06760 4.99342
H 3.47189 1.23240 -4.24352
O 1.10919 -0.22758 -2.83995
H 0.41267 -0.52517 -2.09901
H 2.17429 -0.34840 -2.37384
O 3.43027 -1.61192 -2.17952
H 4.03137 -2.49707 -2.53449
H -3.26453 0.07217 3.15587
O -1.55049 -4.16548 0.93257
H -0.56155 1.71097 1.82989
H -0.40561 -1.99969 -0.82853
O -1.34644 -2.02606 2.06975
H -0.89295 -1.88758 2.99013
H -2.32027 -1.71813 2.24218
O 2.46226 2.90634 1.76236
H 2.68129 2.66900 2.62618
H 4.97440 -0.26806 -1.03817
O -3.62662 -0.71524 2.77568
H -2.25874 -4.00322 0.29498
H 2.15829 2.06688 -4.11701
O 2.33439 0.83697 -0.92174
H 1.90625 1.62870 -0.78406
H 3.23654 1.02882 -1.30940
O 0.16733 2.33428 -3.40708
H -0.44777 2.81182 -2.72923
H -0.44250 2.47546 -4.11659
O -1.57144 1.54596 -1.10745
H 1.88488 2.33272 1.41940
H -1.91330 1.02688 -0.29889
O -1.30891 -0.84864 4.26276
H -0.43422 -1.17868 4.25675
H -1.46761 -0.09528 3.81435
O 2.16405 1.71337 4.55314
H 1.81577 1.11797 5.28242
H 1.17534 1.65820 4.01231
O 4.78598 -0.43871 -0.05299
H -1.24813 -1.30378 -5.38852
H 1.23729 0.67753 -3.08304
O -0.74850 -1.02997 -1.14149
H -3.58166 -2.95828 -2.77781
H -1.41154 -1.07378 -1.80195
O -0.02274 1.02019 2.27153
H -3.49569 2.45926 3.66108
H 0.83620 1.37628 2.04816
H -1.70928 -3.38134 1.54804
H 4.57227 -1.36821 -0.05364


3 | 55
Properties=species:S:1:pos:R:3 method="wB97M-V/def2-TZVPD" spin_multiplicity=1 orbital_gap_ev=10.285 lumo_ha=-0.095 charge=+1 e_homo_ev=-12.88
O -3.06712 -2.79611 -2.12035
H 1.47125 5.54129 -0.12470
H 4.60426 0.64769 0.28980
O 5.19101 0.97974 1.07118
H -3.63005 -3.56948 -2.06468
O 0.66626 1.80635 -1.16464
H 1.15676 2.42081 -0.41578
H 1.35765 1.25019 -1.15490
O -0.31798 -3.02120 -1.19834
H -0.40907 -3.94213 -1.55756
H 0.42526 -2.99786 -0.91741
O -4.83791 -0.69704 0.61248
H -5.19231 -0.30665 1.42722
H -5.32845 -0.34101 -0.11209
O -1.22920 0.25490 0.11356
H -0.17778 0.39774 0.18058
H -1.40676 0.97226 -0.64587
O -3.46085 -0.03982 -3.60118
H 0.09507 2.71272 0.66066
H -2.53561 2.79662 -2.11964
O 0.74821 0.95119 4.15170
H -0.03424 0.46483 4.23951
H 0.56504 1.72499 4.63186
O 1.52923 -2.12476 0.34664
H 1.87350 -2.78950 0.98958
H -3.12077 -2.63627 -1.16732
O -2.41317 1.78277 -2.12778
H -3.71372 -0.77088 -3.12116
H -2.82276 1.31201 -2.88418
O 2.12791 -1.09145 2.94562
H 2.96151 -1.41091 2.96833
H 2.06810 -0.31568 3.51076
O 1.51386 -0.81097 -2.69581
H 1.58598 -1.89029 -2.58079
H 0.56064 -0.66556 -2.43610
O 1.79656 4.66211 -0.10532
H 1.30175 -1.49114 0.94430
H 2.81543 4.60967 0.11559
O -2.34185 -1.60002 4.98186
H -3.03502 -1.13487 5.25426
H -1.63782 -1.03145 5.40801
O 2.63316 2.31574 2.51004
H 2.82284 3.00305 3.10472
H 3.52181 2.31043 2.03300
O -1.55182 -2.31476 -4.67313
H -1.76698 -3.12092 -5.22085
H -2.00302 -2.58999 -3.83700
O 0.10031 1.86400 1.29339
H -1.44252 0.70705 1.02812
H 0.99342 1.71612 1.72732
O 2.81180 -0.31097 -0.70566
H 3.47603 -0.49640 -0.03458
H 2.79310 -0.21217 -1.61845
H -3.46933 -0.06280 -4.53957
H 6.08945 0.71085 0.96477


Among the structures above, stability is greatest for 3.